# 1
100
Properties=species:S:1:pos:R:3 method="wB97M-V/def2-TZVPD" gap_ev="6.451 / 5.348" charge=+2 multiplicity=2 relative_energy_kj_mol=0.0
H 4.86 -0.27 -2.02
C 4.10 -3.19 0.79
F -4.34 0.58 0.96
B 2.03 -2.37 2.15
H 0.93 -2.39 1.71
C 0.11 4.26 -2.05
S -0.25 0.18 2.23
N 3.98 -1.83 -0.93
H -0.86 -0.23 -5.37
H 3.90 -1.54 4.11
N -1.35 -9.71 4.55
H 3.35 -0.90 -2.69
C 3.04 -0.90 4.01
H 1.27 -2.81 -1.90
H -2.29 1.88 -2.25
C -0.72 -6.93 0.66
F -2.09 0.75 -0.17
C 2.99 -1.51 -0.08
H -0.99 -9.00 1.14
C -0.64 -5.64 1.16
C -0.93 -7.99 1.52
H -1.70 -3.11 1.06
C -1.02 -6.45 3.38
H -2.98 3.27 -4.11
S 1.92 -0.17 -0.34
C -0.28 5.04 -3.12
H -2.01 -1.09 -4.32
C 2.00 5.19 0.94
H 3.04 1.35 2.12
H 4.85 -1.85 -2.82
C -0.69 3.57 2.46
F -2.50 -1.21 -1.39
C -0.89 -3.33 0.39
H -1.98 0.69 -4.34
H 3.34 3.49 -1.83
H 2.15 5.81 0.06
C 0.64 1.62 4.88
F -2.61 -1.17 1.03
H 4.58 3.37 -0.57
C 0.65 -3.22 -1.13
H 1.23 -5.35 -0.93
H -0.12 1.96 4.18
C -2.10 3.54 -3.55
H 0.15 1.22 5.76
Ge 0.08 2.25 -0.02
C -0.59 3.10 -1.71
C -1.48 4.28 3.34
Te 0.11 -0.32 -2.87
F -4.21 0.55 -1.51
C 2.64 0.14 4.79
H 0.33 3.32 2.73
H 1.92 0.98 -4.36
H 5.54 -3.32 -0.89
N -0.35 -4.55 0.29
N -0.31 -2.48 -0.46
C -1.38 4.68 -3.88
Ge 2.34 3.29 0.56
H 3.72 1.91 -1.09
Ti -0.58 -0.43 -0.10
C -1.17 3.18 1.21
H 4.35 -3.94 1.51
H 3.08 0.57 5.67
H 2.30 -3.31 2.84
C -1.07 -7.76 2.89
C -2.78 4.61 2.99
H 0.60 2.10 -3.97
F -4.71 -1.63 -0.31
C 4.28 -1.17 -2.19
C 1.26 1.34 -3.58
H -0.63 -7.11 -0.41
H 4.15 2.72 2.20
N 3.05 -2.32 0.98
N 2.12 -1.07 3.01
H 0.96 4.56 -1.45
C 3.10 2.43 2.17
C 3.62 2.98 -0.91
H 2.62 2.79 3.08
C 1.17 -0.14 3.16
H -1.14 -6.28 4.44
H 2.71 5.50 1.70
H 1.27 2.46 5.18
N 1.46 0.60 4.26
As -3.61 -0.37 -0.23
H -3.41 5.17 3.68
C 0.63 -4.50 -0.67
H 0.99 5.35 1.32
H -4.28 4.53 1.45
C -3.27 4.25 1.74
C -1.38 -0.21 -4.41
H -1.69 5.29 -4.72
H 1.85 1.74 -2.75
H -2.87 3.30 -0.12
C -2.47 3.54 0.86
H -0.72 -4.39 2.91
H 0.28 5.93 -3.37
H -1.09 4.58 4.31
C -1.70 2.75 -2.48
C 4.69 -2.89 -0.39
C -1.24 -8.85 3.80
C -0.80 -5.40 2.52

***

# 2
93
Properties=species:S:1:pos:R:3 method="wB97M-V/def2-TZVPD" gap_ev=4.244 multiplicity=1
C 6.49 0.49 -0.44
H -3.14 1.69 -4.48
C 4.97 0.65 -1.01
H -5.10 -0.30 7.26
N -5.12 1.20 5.78
C -4.97 -0.22 6.17
C -5.90 -1.55 -1.19
C 6.09 3.22 -0.28
H 5.99 0.04 -5.55
H -6.99 -0.18 -2.71
C 4.07 0.38 1.76
N 5.57 1.03 -3.67
H -5.12 0.60 -0.89
C 2.15 0.79 -0.25
F -2.76 -4.16 2.34
H -1.31 -2.15 3.39
H 4.26 -3.37 -3.16
O -2.74 0.68 3.64
H -3.05 -1.26 -4.02
H 5.01 -2.17 -5.22
H 6.07 -2.79 -2.89
H -4.40 -2.36 -2.71
H 7.25 -1.25 -1.89
H 5.13 3.08 0.37
C -1.39 -0.99 1.31
H -6.92 0.26 -0.23
C -6.36 1.74 6.18
C -1.51 0.14 3.82
C 7.13 1.97 -0.01
H -5.45 -0.42 0.77
H -5.73 2.30 8.14
S -3.72 -2.78 1.94
H -3.97 -0.53 5.89
O -0.38 2.02 -3.14
H 0.23 -1.07 2.99
O 0.83 1.38 1.99
H 8.55 -0.43 -0.80
H -5.16 1.23 4.75
C -2.23 -0.55 -1.90
C 0.90 0.77 0.81
H -7.89 -1.86 -2.40
C 7.57 -0.22 -1.45
C -2.57 -0.31 -3.49
H 6.63 4.19 0.15
O -5.10 -3.29 1.44
C 2.94 1.12 -2.96
H 7.96 0.50 -2.32
C -0.95 -1.15 2.91
H -6.32 3.64 7.12
H 6.53 -0.15 0.57
H 7.33 1.97 1.17
H 5.18 0.72 2.04
O 1.73 0.43 -5.36
C -6.48 2.60 7.40
C -0.88 0.20 -1.29
C -3.15 -1.50 -0.87
C 2.46 1.42 -4.53
C -4.46 -2.24 -1.54
Br 2.81 -2.50 0.90
H -6.52 -2.32 -0.53
H 5.89 3.45 -1.42
H -5.72 -0.81 5.64
H 3.36 1.01 2.45
H -1.60 -0.06 -4.14
O -4.01 -2.06 3.31
H 4.55 -1.93 -1.98
H 3.66 -1.10 -4.47
H -4.70 0.57 -4.09
C 3.91 -1.26 2.04
H -0.85 0.68 4.65
O 4.56 -1.84 3.08
O 2.78 2.57 -5.12
H -4.49 -3.35 -1.11
C 5.89 -0.24 -4.39
C 0.11 1.18 -2.22
H -3.84 1.54 -2.72
H -6.36 -1.82 -3.52
C 4.96 -2.42 -2.96
H 8.20 2.15 -0.51
C -3.63 0.93 -3.73
H 6.94 -0.73 -4.11
C 4.78 -1.44 -4.30
C 1.73 1.04 -1.85
C 4.54 0.92 -2.59
H 6.41 1.59 -3.40
C -0.47 -0.05 0.31
C -5.82 -0.16 -0.31
C 3.75 0.60 0.13
C -6.84 -1.33 -2.56
H -4.35 1.77 6.15
H -7.47 2.47 7.84
C -2.76 -1.73 0.72
O -7.25 1.50 5.38

***

# 3
90
Properties=species:S:1:pos:R:3 method="wB97M-V/def2-TZVPD" gap_ev=6.444 charge=-1 multiplicity=1 relative_energy_kj_mol=109.4
H -1.47 -2.25 -0.16
C 0.86 2.61 -3.76
H -3.49 2.76 -4.65
H 1.91 -0.90 -3.54
C 0.33 -3.22 -2.77
C -2.43 -4.04 -3.55
H 4.01 2.87 -2.57
C -3.20 0.40 3.81
H -4.65 -0.95 -6.47
C 2.31 2.02 6.61
H -3.21 -2.14 -4.92
H 1.38 2.83 2.14
H 0.23 3.77 1.23
H -5.34 0.23 3.78
H -3.13 0.44 2.73
C -4.45 0.28 4.40
Ge -0.37 0.65 3.55
H -1.66 -3.99 -0.45
C -2.65 0.98 -3.85
C 0.57 -3.80 2.18
H -1.28 0.38 6.60
H -3.51 -3.91 -3.47
H 0.29 2.58 -2.82
N 1.57 0.05 -3.45
H -4.81 1.55 -6.41
H 0.95 -2.64 -2.08
C -0.03 -1.15 2.87
C 1.00 -1.44 1.97
C -3.41 0.27 6.57
C -0.47 -3.53 3.05
H 0.80 -4.83 1.91
C -4.08 -0.38 -5.74
C 0.42 2.77 1.63
C 3.55 1.90 6.00
O 1.35 2.25 -0.50
C 1.21 1.11 4.64
H 2.50 3.31 -1.74
C 1.30 -2.76 1.63
C 2.99 3.20 -2.72
N 3.89 0.58 -3.36
C -3.27 -1.06 -4.85
N -1.66 -1.07 -2.97
H -1.58 -2.02 4.09
H -3.49 0.21 7.65
H -0.77 3.05 3.42
H 3.00 4.17 -3.23
H -1.06 -4.34 3.46
H 0.40 1.92 -4.46
H 4.39 1.99 -4.81
C -0.77 -2.21 3.39
H 0.21 1.78 6.43
N 2.26 2.25 -3.55
C -4.56 0.22 5.79
C 4.19 -0.76 -2.90
H 2.24 2.43 7.61
H 0.68 -3.04 -3.79
C 0.58 1.87 0.40
H 2.10 -2.96 0.93
H 2.56 0.60 3.04
H -5.53 0.13 6.25
C -2.16 0.38 5.97
H -1.64 2.28 2.09
H -2.17 -5.01 -3.12
H 1.55 -0.65 1.48
C 1.16 1.64 5.93
C -2.03 0.46 4.58
C 2.53 0.91 -3.45
H 0.83 3.62 -4.18
H 0.47 -4.29 -2.54
C 2.47 1.00 4.04
O -0.12 0.80 0.42
H 4.59 1.29 4.21
Si -1.48 -2.72 -2.59
Au -0.15 -0.01 -1.74
C -3.45 1.68 -4.74
H 5.22 -0.79 -2.54
F -2.00 1.73 -2.92
C -2.49 -0.42 -3.84
H 4.09 -1.52 -3.69
C 3.63 1.38 4.71
C 4.79 1.07 -4.39
C -4.19 1.00 -5.71
H -3.03 -2.89 -0.67
H 3.53 -1.02 -2.07
H 4.45 2.20 6.52
C -1.95 -3.00 -0.80
H 4.90 0.34 -5.20
H -2.16 -4.06 -4.61
H 5.78 1.27 -3.97
C -0.68 2.34 2.60

***

# 4
106
Properties=species:S:1:pos:R:3 method="wB97M-V/def2-TZVPD" gap_ev=7.533 charge=+1 multiplicity=1 relative_energy_kj_mol=0.0
O 3.07 -0.22 -7.77
H 2.45 1.20 -9.15
C -1.37 -2.33 -4.71
C 1.22 1.22 1.33
C -3.13 1.24 3.01
H 2.38 5.81 5.03
O -1.34 -1.37 2.34
H 2.85 -1.00 -3.62
O 10.62 -2.26 -1.21
H 0.82 1.41 -7.40
C -5.09 2.27 1.29
O 2.88 -1.46 -5.90
H -8.81 -2.91 2.38
C -6.83 0.52 2.26
O 1.08 4.30 4.53
O -9.94 -1.43 3.31
O 0.12 -1.85 4.27
O 1.06 -0.18 -3.76
C -2.19 2.68 -1.14
C 1.27 3.28 5.40
C 9.37 -1.92 -0.62
C 8.44 -2.93 -1.22
O 4.25 -2.19 -0.99
C -1.25 1.70 1.12
H 4.23 4.28 5.17
O 9.04 -3.22 -2.48
H -0.76 -3.46 -2.96
H -4.36 3.04 -1.08
O 1.05 -0.56 -6.87
C 2.76 -0.70 2.78
C 3.43 -0.41 4.21
H 2.44 1.62 -0.59
C -2.64 1.71 1.62
S -0.86 -0.96 3.65
O -11.24 0.41 3.35
I -2.06 3.46 -3.13
C 1.42 1.66 -0.12
H -6.47 0.96 3.22
H 1.99 -0.48 -9.51
H 4.28 1.22 1.35
F -5.07 -0.15 0.60
H 3.54 -1.27 2.20
C -3.82 0.10 3.26
H 1.85 -1.34 2.83
C 2.11 0.27 -8.71
C -1.03 2.17 -0.30
H -10.68 -2.55 0.39
C -9.82 -2.51 2.38
H 3.60 3.27 3.86
H -1.89 -0.82 4.59
C 2.38 -0.81 -6.77
C -5.89 0.92 1.03
H -3.82 -0.80 2.59
H -0.85 1.53 4.00
H -2.41 -2.50 -4.42
C -3.49 2.65 -0.50
N -3.67 2.20 0.82
H 7.43 -2.55 -1.35
H -6.96 -0.59 2.28
O 0.40 2.63 5.89
O -11.07 -0.82 1.47
H -2.84 1.89 3.88
C 0.33 2.16 -0.95
H 9.42 -1.98 0.46
O 4.52 -0.54 -2.47
H -5.61 3.05 0.65
O 0.76 -2.41 -3.87
H -4.47 0.01 4.17
H 2.97 -3.33 -2.18
C 3.32 3.88 4.72
C 10.36 -2.92 -2.37
H 3.19 0.62 4.61
H -1.28 -2.44 -5.80
H 0.76 0.78 4.03
H -6.61 1.11 0.18
C 2.33 4.96 4.36
C 0.88 0.43 -7.88
H 2.27 -1.87 -1.46
C -0.10 1.23 1.98
C 3.17 -2.29 -1.92
H 4.24 -2.09 -3.79
H 9.11 -0.90 -0.90
H 8.39 -3.86 -0.63
O 5.80 -0.59 -0.61
C -0.41 -3.22 -3.97
H 0.48 2.51 -2.00
H -10.52 -3.30 2.66
H -5.17 2.65 2.34
O 3.69 1.60 2.03
H -0.04 0.25 -8.44
C -10.79 -0.52 2.77
C 3.66 -1.49 -3.08
C -0.20 0.78 3.45
C 4.93 -1.06 -1.30
H 4.55 -0.40 4.06
H 3.23 -1.19 4.98
H 2.45 5.31 3.33
B 2.57 0.71 2.06
H -0.20 -4.15 -4.50
H -7.84 0.98 2.06
H -9.32 -1.41 0.57
C -10.19 -1.86 1.07
C 0.36 -1.12 -3.97
O -0.94 -1.02 -4.34
O 2.59 3.08 5.65
O 11.18 -3.19 -3.19

***

# 5
88
Properties=species:S:1:pos:R:3 method="wB97M-V/def2-TZVPD" gap_ev=8.108 charge=+2 multiplicity=1
C -2.72 0.70 0.88
H 2.64 5.49 0.90
H 4.64 2.42 2.82
C -6.10 -1.84 1.57
H 1.26 3.60 0.01
N -3.77 -1.19 1.36
C -1.95 0.90 -4.04
H -1.77 4.76 -2.39
C -2.44 -1.44 1.26
H 2.79 3.33 4.07
H -1.33 1.48 -4.74
H 3.30 0.26 2.55
H -0.15 4.28 -2.85
C 1.65 -2.25 -0.30
H 2.22 2.35 -4.58
C 2.20 -1.89 -2.87
H -4.98 -5.45 2.51
C 2.00 -2.18 -1.48
C -4.34 -3.46 1.98
N -8.52 -5.91 2.58
C 2.55 4.56 1.48
H 3.28 -4.91 3.01
H -0.18 -1.50 1.94
C 2.19 2.43 4.24
C -1.16 3.89 -2.68
H -0.40 -0.50 -3.36
P -0.18 1.26 -1.71
C -1.13 0.22 -2.94
Mg 0.29 -0.01 0.95
C 3.51 -1.01 -4.68
C 2.45 -3.72 1.40
C 1.93 -3.35 3.70
H -2.47 0.14 -4.65
H 0.50 3.05 3.00
H 0.47 -3.04 -3.50
C -6.66 -4.13 2.16
H 4.36 -0.44 -5.05
H 2.09 1.08 -2.41
C 2.18 3.38 0.58
H -6.40 -0.82 1.32
C 1.62 -2.26 -5.17
H 0.49 2.69 -4.51
H 1.66 2.78 -2.19
C 1.26 1.98 -4.19
H 4.01 -0.71 -2.59
C -4.75 -2.17 1.64
H -3.28 -3.71 2.04
H 0.42 -1.95 4.21
C -1.20 2.82 -1.59
C -5.30 -4.44 2.24
H 4.82 2.51 1.04
H -8.11 -2.58 1.75
H 3.55 0.31 0.81
H 1.08 1.01 -4.67
N -1.77 -0.31 1.01
H 3.00 -4.19 0.60
H 2.97 3.18 -0.16
C 4.69 1.83 1.89
C -7.05 -2.83 1.82
H -2.24 2.48 -1.45
H -1.56 3.54 -3.63
H 0.96 -2.71 -5.92
C 1.58 -2.66 1.07
C 0.78 -2.03 2.08
H -1.99 -2.41 1.37
C 2.63 -4.09 2.73
P 1.86 1.82 1.46
H -4.93 0.64 1.11
H 3.51 4.41 1.99
C 1.33 1.84 -2.66
C 3.30 -1.12 -3.31
C 1.18 2.20 3.12
C 3.45 0.95 1.71
C -3.96 0.18 1.11
H -2.45 1.71 0.61
H 0.54 1.33 3.38
N 2.69 -1.58 -5.58
C -7.67 -5.12 2.40
H 1.67 2.57 5.20
H 1.78 4.74 2.24
H 2.87 1.58 4.37
H -1.80 -0.37 -2.30
H -0.89 3.26 -0.63
Br 2.20 -3.64 5.59
H 5.59 1.21 1.95
C 1.31 -2.42 -3.82
C 1.00 -2.39 3.40
H -2.72 1.56 -3.63